Arrangement i

The following is a DFT calculation (ωB97M-V/def2-TZVPD) of an isolated ion of composition C4H7OS2 and charge -1.

SMILES	CC[C@@H](S)C([O-])=S
HOMO energy	-3.5	eV
net charge	-1
Kohn-Sham gap	6.9	eV

Last column: Löwdin charge in e.
Geometry (Å):
C: 0.95 -0.70 0.41  -0.158
C: -0.42 0.04 0.42  -0.296
C: -0.63 0.59 -1.05  -0.664
S: -2.09 1.70 -0.93  0.667
C: 0.56 1.49 -1.58  -1.067
O: 0.59 2.68 -1.31  -0.140
S: 1.64 0.61 -2.52  0.479
H: 1.47 -0.70 -0.68  0.012
H: 0.79 -1.81 0.58  0.067
H: 1.59 -0.21 1.06  0.022
H: -0.50 0.96 1.04  0.087
H: -1.19 -0.73 0.66  0.092
H: -0.80 -0.24 -1.59  0.027
H: -1.41 2.88 -0.85  -0.128


Arrangement ii

The following is a DFT calculation (ωB97M-V/def2-TZVPD) of an isolated ion of composition C4H7OS2 and charge -1.

SMILES	CC[C@@]1(O)S[C@@H]1[S-]
HOMO energy	-3.1	eV
net charge	-1
Kohn-Sham gap	6.7	eV

Last column: Löwdin charge in e.
Geometry (Å):
C: -1.58 0.00 0.83  -0.104
C: -0.75 0.67 -0.37  -0.240
C: 0.51 -0.08 -0.72  -0.894
O: 0.50 -1.27 -1.41  -0.133
S: 1.84 1.13 -1.29  0.626
C: 1.67 0.05 0.32  -1.006
S: 2.65 -1.39 0.55  0.302
H: -1.82 -1.03 0.64  0.051
H: -2.53 0.56 0.81  0.053
H: -1.14 0.11 1.83  0.066
H: -0.70 1.79 0.01  0.138
H: -1.31 0.48 -1.26  0.084
H: 1.40 -1.68 -1.13  0.001
H: 1.25 0.67 1.18  0.056


Which of them is least stable? Easy: arrangement ii.


Arrangement i

The following is a DFT calculation (ωB97M-V/def2-TZVPD) of a 6-piece molecular cluster, C28H72N4O12 overall.

SMILES	COCCNCCOC.COCCNCCOC.COCCNCCOC.COCCNCCOC.OCCO.OCCO
HOMO energy	-8.5	eV
Kohn-Sham gap	8.9	eV

Last column: Löwdin charge in e.
Geometry (Å):
C: -0.29 -5.17 0.78  -0.132
O: -0.84 -4.42 -0.25  -0.179
C: -1.61 -3.34 0.25  -0.208
C: -2.14 -2.61 -0.97  -0.186
N: -2.95 -3.45 -1.88  -0.054
C: -4.38 -3.48 -1.53  -0.196
C: -5.06 -2.16 -1.84  -0.237
O: -5.07 -1.87 -3.23  -0.187
C: -3.90 -1.22 -3.74  -0.107
H: -1.02 -5.85 1.25  0.090
H: 0.21 -4.59 1.57  0.086
H: 0.48 -5.83 0.37  0.088
H: -1.04 -2.60 0.80  0.101
H: -2.43 -3.75 0.85  0.124
H: -1.32 -2.15 -1.51  0.112
H: -2.80 -1.77 -0.71  0.100
H: -2.57 -4.38 -1.78  0.096
H: -4.51 -3.75 -0.48  0.114
H: -4.85 -4.16 -2.24  0.122
H: -4.71 -1.30 -1.25  0.109
H: -6.13 -2.24 -1.65  0.123
H: -3.47 -0.54 -3.00  0.078
H: -4.16 -0.63 -4.62  0.080
H: -3.16 -1.97 -4.04  0.076
C: 7.36 4.06 1.22  -0.102
O: 6.44 3.27 1.94  -0.178
C: 5.49 2.63 1.14  -0.253
C: 4.43 2.00 2.03  -0.213
N: 3.72 2.92 2.87  -0.053
C: 2.84 3.88 2.22  -0.202
C: 2.50 5.06 3.11  -0.233
O: 1.45 4.81 4.01  -0.182
C: 1.89 4.40 5.29  -0.112
H: 7.26 5.11 1.52  0.086
H: 7.16 4.05 0.15  0.083
H: 8.37 3.71 1.42  0.086
H: 5.91 1.81 0.52  0.127
H: 5.05 3.31 0.39  0.112
H: 4.87 1.23 2.66  0.122
H: 3.76 1.46 1.35  0.109
H: 4.29 3.40 3.55  0.104
H: 1.86 3.39 2.13  0.093
H: 3.14 4.20 1.22  0.117
H: 2.18 5.93 2.53  0.124
H: 3.42 5.39 3.61  0.124
H: 1.00 4.32 5.92  0.085
H: 2.62 5.10 5.71  0.087
H: 2.35 3.40 5.26  0.080
C: 2.01 1.84 -9.53  -0.120
O: 2.05 1.02 -8.39  -0.196
C: 1.55 1.64 -7.22  -0.233
C: 1.16 0.60 -6.21  -0.230
N: 2.28 -0.26 -5.93  -0.058
C: 1.88 -1.45 -5.17  -0.215
C: 3.04 -2.36 -4.90  -0.246
O: 3.45 -3.16 -5.97  -0.184
C: 2.45 -4.00 -6.54  -0.099
H: 2.07 1.19 -10.40  0.088
H: 2.82 2.58 -9.53  0.089
H: 1.06 2.39 -9.63  0.085
H: 0.70 2.27 -7.49  0.119
H: 2.37 2.25 -6.80  0.129
H: 0.39 -0.04 -6.67  0.124
H: 0.75 1.09 -5.33  0.118
H: 2.74 -0.53 -6.79  0.110
H: 1.14 -1.94 -5.82  0.108
H: 1.39 -1.13 -4.25  0.091
H: 2.77 -2.97 -4.02  0.121
H: 3.90 -1.78 -4.55  0.126
H: 1.93 -4.54 -5.73  0.095
H: 3.00 -4.75 -7.10  0.087
H: 1.79 -3.45 -7.22  0.082
C: -1.88 -3.16 4.36  -0.110
O: -1.16 -2.23 3.60  -0.193
C: -0.96 -0.97 4.20  -0.220
C: 0.05 -0.08 3.50  -0.194
N: -0.22 0.05 2.08  -0.058
C: 0.60 1.15 1.51  -0.190
C: 0.48 1.22 0.03  -0.227
O: 1.06 0.06 -0.54  -0.193
C: 1.53 0.24 -1.88  -0.084
H: -2.26 -2.77 5.31  0.071
H: -1.19 -3.97 4.63  0.091
H: -2.76 -3.57 3.86  0.088
H: -0.57 -1.12 5.22  0.126
H: -1.92 -0.44 4.26  0.122
H: 1.07 -0.43 3.66  0.128
H: -0.15 0.89 3.95  0.127
H: 0.08 -0.82 1.65  0.107
H: 1.61 1.09 1.92  0.103
H: 0.18 2.05 1.98  0.111
H: 0.73 2.17 -0.46  0.131
H: -0.60 1.14 -0.21  0.115
H: 2.33 1.00 -1.87  0.093
H: 0.69 0.56 -2.50  0.090
H: 1.93 -0.72 -2.18  0.077
O: -2.79 0.87 1.17  -0.111
C: -2.95 2.23 1.55  -0.242
C: -2.61 3.17 0.40  -0.256
O: -3.00 2.62 -0.83  -0.071
H: -1.94 0.57 1.58  0.038
H: -4.02 2.35 1.79  0.117
H: -2.46 2.42 2.51  0.116
H: -1.54 3.41 0.40  0.101
H: -3.20 4.09 0.48  0.118
H: -3.14 1.67 -0.74  0.066
O: -5.70 -1.98 8.76  -0.067
C: -4.65 -2.07 7.80  -0.251
C: -4.89 -1.11 6.66  -0.235
O: -6.23 -1.24 6.15  -0.074
H: -5.77 -1.06 9.03  0.092
H: -3.73 -1.84 8.35  0.119
H: -4.57 -3.08 7.41  0.123
H: -4.19 -1.22 5.82  0.101
H: -4.85 -0.06 6.97  0.118
H: -6.81 -1.28 6.92  0.071


Arrangement ii

The following is a DFT calculation (ωB97M-V/def2-TZVPD) of a 6-piece molecular cluster, C28H72N4O12 overall.

SMILES	COCCNCCOC.COCCNCCOC.COCCNCCOC.COCCNCCOC.OCCO.OCCO
HOMO energy	-8.3	eV
Kohn-Sham gap	8.8	eV

Last column: Löwdin charge in e.
Geometry (Å):
C: 5.07 -1.06 -2.90  -0.135
O: 4.95 0.27 -2.57  -0.155
C: 4.53 0.47 -1.28  -0.239
C: 4.25 1.94 -1.15  -0.190
N: 2.97 2.37 -1.69  -0.070
C: 2.65 3.78 -1.59  -0.193
C: 1.36 4.11 -2.33  -0.226
O: 1.52 3.80 -3.70  -0.195
C: 0.54 4.41 -4.52  -0.106
H: 5.74 -1.63 -2.25  0.086
H: 5.49 -1.18 -3.90  0.094
H: 4.13 -1.63 -2.89  0.083
H: 5.30 0.16 -0.56  0.140
H: 3.60 -0.09 -1.07  0.117
H: 5.05 2.60 -1.50  0.129
H: 4.20 2.17 -0.09  0.085
H: 2.62 1.99 -2.57  0.120
H: 3.42 4.45 -1.97  0.121
H: 2.53 4.00 -0.53  0.117
H: 1.25 5.18 -2.15  0.127
H: 0.56 3.52 -1.89  0.126
H: -0.46 4.12 -4.18  0.085
H: 0.72 4.05 -5.53  0.090
H: 0.63 5.50 -4.55  0.088
C: -3.11 0.61 -0.90  -0.098
O: -4.16 0.46 0.03  -0.164
C: -3.76 0.17 1.33  -0.244
C: -3.41 1.40 2.08  -0.223
N: -4.39 2.46 2.20  -0.038
C: -5.60 2.11 2.91  -0.231
C: -6.50 3.26 3.24  -0.236
O: -6.20 4.00 4.40  -0.183
C: -6.38 3.30 5.61  -0.113
H: -2.25 1.17 -0.54  0.073
H: -3.49 1.11 -1.80  0.093
H: -2.74 -0.34 -1.31  0.065
H: -2.91 -0.52 1.38  0.114
H: -4.59 -0.44 1.69  0.129
H: -2.50 1.83 1.64  0.110
H: -3.01 1.18 3.07  0.111
H: -4.74 2.72 1.28  0.116
H: -5.36 1.50 3.78  0.114
H: -6.23 1.41 2.33  0.120
H: -7.54 2.97 3.33  0.118
H: -6.51 3.99 2.43  0.124
H: -7.34 2.79 5.65  0.081
H: -6.36 4.06 6.38  0.091
H: -5.64 2.50 5.72  0.079
C: -0.55 -2.00 3.85  -0.102
O: -0.41 -0.70 3.35  -0.221
C: -0.22 0.24 4.37  -0.228
C: 0.17 1.59 3.80  -0.222
N: 1.51 1.71 3.29  -0.054
C: 1.86 3.07 2.93  -0.217
C: 3.30 3.21 2.49  -0.206
O: 3.51 4.61 2.27  -0.198
C: 4.83 4.95 1.94  -0.117
H: 0.26 -2.24 4.56  0.093
H: -0.46 -2.66 2.99  0.087
H: -1.49 -2.09 4.40  0.089
H: 0.54 -0.14 5.05  0.125
H: -1.18 0.46 4.86  0.120
H: 0.03 2.24 4.66  0.128
H: -0.62 1.85 3.09  0.104
H: 1.74 1.05 2.54  0.098
H: 1.82 3.72 3.80  0.118
H: 1.14 3.52 2.24  0.119
H: 3.55 2.66 1.58  0.088
H: 3.91 2.90 3.34  0.129
H: 5.57 4.49 2.60  0.084
H: 4.94 6.05 1.98  0.092
H: 5.11 4.60 0.95  0.072
C: -3.41 -8.08 -1.53  -0.124
O: -2.51 -7.01 -1.42  -0.169
C: -2.51 -6.24 -2.57  -0.256
C: -1.91 -4.87 -2.21  -0.206
N: -1.99 -3.89 -3.31  -0.060
C: -1.43 -2.60 -2.91  -0.218
C: -1.54 -1.52 -3.96  -0.218
O: -1.13 -0.31 -3.33  -0.215
C: -0.84 0.70 -4.25  -0.096
H: -4.47 -7.81 -1.60  0.088
H: -3.37 -8.69 -0.63  0.085
H: -3.18 -8.72 -2.38  0.087
H: -3.48 -6.12 -3.05  0.120
H: -1.81 -6.64 -3.32  0.127
H: -0.85 -5.06 -2.06  0.116
H: -2.37 -4.54 -1.27  0.124
H: -2.99 -3.79 -3.51  0.107
H: -0.41 -2.80 -2.55  0.107
H: -1.93 -2.20 -2.02  0.103
H: -2.59 -1.49 -4.30  0.127
H: -0.98 -1.80 -4.85  0.125
H: -1.71 0.87 -4.89  0.097
H: 0.10 0.43 -4.74  0.097
H: -0.68 1.58 -3.66  0.069
O: 6.05 -4.89 -0.04  -0.058
C: 4.68 -5.04 0.29  -0.262
C: 3.82 -3.98 -0.41  -0.228
O: 3.88 -4.08 -1.85  -0.077
H: 6.14 -4.93 -1.00  0.091
H: 4.27 -6.04 0.13  0.112
H: 4.56 -4.95 1.37  0.118
H: 4.30 -3.03 -0.16  0.112
H: 2.81 -3.94 0.00  0.110
H: 3.31 -4.81 -2.12  0.086
O: -0.45 -1.61 0.61  -0.072
C: 0.70 -1.30 -0.13  -0.237
C: 0.79 0.13 -0.59  -0.211
O: 1.46 0.93 0.42  -0.110
H: -0.60 -0.92 1.28  0.061
H: 1.61 -1.49 0.44  0.116
H: 0.68 -1.86 -1.08  0.102
H: -0.20 0.54 -0.73  0.095
H: 1.38 0.28 -1.51  0.106
H: 2.04 1.51 -0.13  0.043


Which of them is least stable? Easy: arrangement i.


Arrangement i

The following is a DFT calculation (ωB97M-V/def2-TZVPD) of C35H41Cl2N2OP3V as an isolated structure.

multiplicity	2
HOMO energy (alpha / beta)	-13.3 / -13.3	eV
net charge	+2
Kohn-Sham gap (alpha / beta)	7.7 / 5.7	eV

Last column: Löwdin charge in e.
Geometry (Å):
P: 0.64 -5.14 -3.05  1.235
C: -0.99 -5.67 -2.71  -0.370
C: -1.66 -6.43 -3.70  -0.079
H: -1.24 -6.47 -4.70  0.115
C: -2.80 -7.14 -3.35  -0.047
H: -3.29 -7.77 -4.09  0.122
C: -3.30 -7.07 -2.04  -0.026
H: -4.15 -7.68 -1.76  0.122
C: -2.70 -6.22 -1.09  -0.046
H: -3.14 -6.13 -0.10  0.123
C: -1.56 -5.51 -1.42  -0.066
H: -1.07 -4.83 -0.71  0.106
C: 0.93 -3.81 -4.16  -0.341
C: -0.13 -3.34 -4.98  -0.084
H: -1.14 -3.70 -4.79  0.109
C: 0.15 -2.51 -6.05  -0.053
H: -0.67 -2.16 -6.69  0.127
C: 1.47 -2.15 -6.33  -0.049
H: 1.69 -1.55 -7.22  0.123
C: 2.52 -2.59 -5.52  -0.078
H: 3.56 -2.33 -5.76  0.124
C: 2.26 -3.39 -4.42  -0.084
H: 3.08 -3.77 -3.80  0.117
C: 1.94 -5.54 -1.94  -0.367
C: 2.75 -6.66 -2.27  -0.063
H: 2.46 -7.27 -3.13  0.117
C: 3.88 -6.94 -1.51  -0.041
H: 4.50 -7.79 -1.77  0.121
C: 4.20 -6.14 -0.41  -0.032
H: 5.08 -6.37 0.18  0.123
C: 3.38 -5.06 -0.05  -0.060
H: 3.62 -4.47 0.83  0.117
C: 2.24 -4.75 -0.80  -0.079
H: 1.58 -3.93 -0.52  0.091
V: -0.81 0.25 -0.13  0.217
C: 0.61 1.34 -1.31  -0.172
C: 1.66 0.70 -1.84  -0.350
H: 0.46 2.43 -1.40  0.024
C: 1.70 -0.81 -1.62  -0.353
O: 2.88 -1.08 -0.81  -0.040
H: 2.89 -2.02 -0.56  0.083
C: 0.46 -1.13 -0.88  -0.165
H: 1.78 -1.34 -2.59  0.128
C: -0.16 -1.44 0.21  -0.214
Cl: -1.72 2.46 0.07  0.068
Cl: -2.78 -0.65 0.81  0.148
P: -2.22 0.32 -2.22  0.754
C: -3.94 0.91 -1.99  -0.275
H: -3.92 1.97 -1.72  0.032
H: -4.40 0.35 -1.16  0.018
H: -4.51 0.76 -2.92  0.059
C: -1.67 1.41 -3.58  -0.246
H: -0.73 1.03 -4.01  0.028
H: -1.48 2.41 -3.18  0.045
H: -2.44 1.47 -4.36  0.065
C: -2.49 -1.26 -3.08  -0.239
H: -2.33 -2.09 -2.37  0.034
H: -1.77 -1.37 -3.90  0.021
H: -3.51 -1.32 -3.47  0.061
P: 2.96 1.58 -2.76  0.893
C: 2.73 3.33 -2.51  -0.170
C: 2.75 1.18 -4.49  -0.162
H: 2.59 3.55 -1.44  0.079
H: 1.85 3.69 -3.06  0.076
H: 3.63 3.85 -2.87  0.080
H: 2.65 0.10 -4.62  0.039
H: 3.64 1.54 -5.03  0.076
H: 1.85 1.66 -4.88  0.070
C: 4.60 1.12 -2.24  -0.151
H: 5.04 1.93 -1.65  0.076
H: 5.22 0.96 -3.14  0.072
H: 4.56 0.21 -1.64  0.049
H: -0.16 -2.27 0.92  0.088
N: 2.16 2.72 6.35  0.194
C: 1.74 2.16 5.41  -0.133
C: 1.21 1.52 4.22  -0.190
C: -0.13 1.13 4.14  0.038
C: -0.64 0.75 2.90  -0.104
N: 0.12 0.74 1.79  -0.061
C: 1.44 0.95 1.88  -0.075
C: 2.02 1.34 3.09  0.019
H: -0.78 1.13 5.01  0.137
H: -1.68 0.44 2.78  0.063
H: 2.04 0.81 0.98  0.110
H: 3.09 1.52 3.14  0.129


Arrangement ii

The following is a DFT calculation (ωB97M-V/def2-TZVPD) of C35H41Cl2N2OP3V as an isolated structure.

multiplicity	2
HOMO energy (alpha / beta)	-13.7 / -13.7	eV
net charge	+2
Kohn-Sham gap (alpha / beta)	7.4 / 7.1	eV

Last column: Löwdin charge in e.
Geometry (Å):
P: 1.43 1.07 -1.61  1.160
C: 3.16 1.31 -1.94  -0.327
C: 3.71 0.86 -3.16  -0.075
H: 3.10 0.30 -3.87  0.111
C: 5.05 1.15 -3.45  -0.045
H: 5.49 0.77 -4.37  0.122
C: 5.81 1.92 -2.55  -0.032
H: 6.85 2.13 -2.78  0.123
C: 5.23 2.41 -1.37  -0.040
H: 5.81 3.03 -0.69  0.123
C: 3.91 2.09 -1.05  -0.060
H: 3.45 2.45 -0.13  0.109
C: 0.80 -0.22 -2.67  -0.328
C: 1.41 -1.49 -2.59  -0.089
H: 2.37 -1.59 -2.09  0.105
C: 0.78 -2.59 -3.16  -0.045
H: 1.23 -3.58 -3.06  0.124
C: -0.41 -2.42 -3.87  -0.054
H: -0.92 -3.28 -4.29  0.121
C: -0.96 -1.14 -4.05  -0.060
H: -1.87 -1.00 -4.63  0.123
C: -0.35 -0.03 -3.46  -0.067
H: -0.75 0.97 -3.63  0.114
C: 0.53 2.58 -2.03  -0.306
C: 0.75 3.13 -3.30  -0.068
H: 1.48 2.68 -3.98  0.122
C: 0.02 4.25 -3.72  -0.036
H: 0.19 4.66 -4.71  0.125
C: -0.91 4.84 -2.85  -0.035
H: -1.47 5.71 -3.17  0.124
C: -1.11 4.31 -1.57  -0.048
H: -1.82 4.78 -0.89  0.122
C: -0.39 3.19 -1.15  -0.087
H: -0.51 2.81 -0.13  0.099
V: 0.47 -0.23 1.99  0.240
C: -1.38 -1.40 1.85  -0.152
C: -2.13 -1.28 0.74  -0.351
H: -1.72 -2.02 2.70  0.020
C: -1.59 -0.31 -0.31  -0.346
O: -2.59 0.71 -0.57  -0.038
H: -2.18 1.46 -1.06  0.093
C: -0.40 0.22 0.35  -0.220
H: -1.35 -0.85 -1.25  0.127
C: 0.88 0.60 0.24  -0.310
Cl: 0.20 -1.28 4.24  0.155
Cl: 2.63 0.46 2.67  0.127
P: 1.50 -2.46 1.97  0.694
C: 2.65 -3.00 3.29  -0.270
H: 2.07 -3.33 4.16  0.036
H: 3.28 -2.16 3.58  0.029
H: 3.26 -3.82 2.91  0.061
C: 0.47 -3.94 1.75  -0.239
H: -0.12 -3.85 0.83  0.034
H: -0.21 -4.05 2.60  0.051
H: 1.12 -4.83 1.69  0.068
C: 2.55 -2.45 0.49  -0.251
H: 2.95 -1.44 0.35  0.026
H: 1.95 -2.76 -0.37  0.025
H: 3.37 -3.17 0.67  0.065
P: -3.68 -2.19 0.41  0.892
C: -4.05 -3.18 1.84  -0.162
C: -3.31 -3.13 -1.07  -0.153
H: -3.92 -2.60 2.76  0.077
H: -3.40 -4.06 1.88  0.077
H: -5.10 -3.52 1.77  0.080
H: -2.87 -2.47 -1.83  0.053
H: -4.23 -3.59 -1.45  0.077
H: -2.58 -3.91 -0.82  0.073
C: -4.92 -0.94 0.09  -0.155
H: -5.25 -0.50 1.03  0.083
H: -5.76 -1.39 -0.45  0.077
H: -4.43 -0.16 -0.51  0.049
H: 1.28 1.45 0.83  0.057
N: 0.42 3.47 7.32  0.193
C: -0.07 3.12 6.31  -0.141
C: -0.69 2.68 5.07  -0.171
C: -1.99 3.09 4.73  0.024
C: -2.55 2.61 3.56  -0.012
C: -1.82 1.71 2.78  -0.088
N: -0.57 1.35 3.09  -0.050
C: 0.00 1.84 4.21  -0.106
H: -2.53 3.77 5.39  0.140
H: -3.54 2.92 3.22  0.119
H: -2.25 1.26 1.88  0.103
H: 1.02 1.50 4.41  0.066


Which of them is least stable? Easy: arrangement i.


Arrangement i

The following is a DFT calculation (ωB97M-V/def2-TZVPD) of a 2-piece molecular cluster, C4H10O2S overall.

SMILES	O=CCCCS.O
HOMO energy	-9.0	eV
Kohn-Sham gap	9.5	eV

Last column: Löwdin charge in e.
Geometry (Å):
O: -1.22 0.88 -2.51  0.057
C: -0.11 1.24 -2.19  -0.244
C: 0.31 1.22 -0.76  -0.195
C: -0.49 0.39 0.21  -0.296
C: -0.43 -1.09 -0.06  -0.594
S: -0.64 -2.14 1.40  0.700
H: 0.52 1.76 -2.92  0.122
H: 0.26 2.27 -0.44  0.132
H: 1.36 0.89 -0.66  0.103
H: -0.28 0.63 1.25  0.088
H: -1.56 0.63 0.12  0.124
H: 0.50 -1.36 -0.57  0.070
H: -1.19 -1.39 -0.79  0.069
H: -0.95 -1.12 2.24  -0.141
O: 2.47 1.35 1.70  -0.053
H: 2.18 2.05 1.12  0.012
H: 2.79 0.73 1.02  0.047


Arrangement ii

The following is a DFT calculation (ωB97M-V/def2-TZVPD) of a 2-piece molecular cluster, C4H10O2S overall.

SMILES	COC=O.CSC
HOMO energy	-8.5	eV
Kohn-Sham gap	9.4	eV

Last column: Löwdin charge in e.
Geometry (Å):
C: 1.77 -2.14 4.68  -0.060
O: 0.73 -1.37 4.06  -0.074
C: 0.25 -1.90 2.92  -0.423
O: 0.63 -2.93 2.41  0.015
H: 2.07 -1.61 5.60  0.098
H: 2.65 -2.24 4.03  0.083
H: 1.42 -3.15 4.96  0.100
H: -0.54 -1.24 2.52  0.145
C: 0.81 -1.27 -0.27  -0.424
S: 1.81 -0.31 0.89  0.754
C: 3.09 -1.54 1.20  -0.425
H: -0.05 -0.65 -0.58  0.038
H: 0.43 -2.19 0.20  0.029
H: 1.39 -1.55 -1.17  0.041
H: 2.66 -2.46 1.65  0.023
H: 3.62 -1.81 0.28  0.042
H: 3.81 -1.11 1.92  0.038


Which of them is least stable? Easy: arrangement i.